No. 1
{
  "formula": "C29H32N4O5S",
  "method": "ωB97M-V/def2-TZVPD",
  "lumo_ev": -0.68,
  "multiplicity": 1,
  "gap_ev": 7.979,
  "smiles": "CCN(CC)S(=O)(=O)c1ccc(C(=O)N2CCN(CCN3C(=O)c4cccc5cccc(c45)C3=O)CC2)cc1",
  "species": ["S", "O", "O", "O", "O", "O", "N", "N", "N", "N", "C", "C", "C", "C", "C", "C", "C", "C", "C", "C", "C", "C", "C", "C", "C", "C", "C", "C", "C", "C", "C", "C", "C", "C", "C", "C", "C", "C", "C", "H", "H", "H", "H", "H", "H", "H", "H", "H", "H", "H", "H", "H", "H", "H", "H", "H", "H", "H", "H", "H", "H", "H", "H", "H", "H", "H", "H", "H", "H", "H", "H"],
  "coordinates": [[-1.588, -3.270, 3.618], [-0.497, -0.389, -2.335], [-2.767, -4.023, 3.307], [1.646, 4.715, -2.900], [-1.638, -2.304, 4.675], [0.573, 2.575, 0.934], [2.982, 1.890, -1.305], [1.059, 3.691, -0.974], [1.633, -0.290, -1.628], [-0.390, -4.358, 3.992], [-3.275, 1.338, -2.023], [2.346, 4.072, -0.412], [0.063, -0.595, 1.071], [-0.741, -2.447, -0.244], [0.113, -6.769, 4.051], [3.202, 1.307, -2.605], [-1.037, -2.442, 2.123], [3.200, 0.949, -0.230], [-0.594, 3.677, -4.277], [1.935, -3.547, 3.521], [0.247, 2.883, -0.201], [3.462, 3.230, -1.068], [-0.085, -1.221, -0.164], [-1.243, 2.664, -2.182], [0.829, -3.815, 4.542], [-2.603, 2.364, -4.173], [-1.722, 3.129, -4.892], [-0.998, 2.412, -0.817], [-0.349, -5.577, 3.219], [2.695, -0.439, -0.666], [0.851, 4.013, -2.306], [-2.393, 2.115, -2.801], [2.051, 0.329, -2.874], [-0.417, -1.211, 2.216], [-1.900, 1.669, -0.082], [-1.210, -3.065, 0.901], [-0.350, 3.449, -2.937], [-3.038, 1.133, -0.689], [0.328, -0.580, -1.456], [1.573, -2.912, 2.715], [3.507, -0.996, -1.148], [2.643, 1.302, 0.642], [3.715, 3.688, -2.025], [1.199, -4.500, 5.311], [0.103, 4.284, -4.836], [2.352, -1.014, 0.193], [4.175, 0.788, -2.673], [4.355, 3.249, -0.427], [0.520, 0.380, 1.141], [1.161, -6.677, 4.323], [-1.712, 1.501, 0.968], [-1.731, -4.008, 0.861], [2.519, 5.132, -0.606], [-3.719, 0.540, -0.098], [2.292, 3.891, 0.661], [4.268, 0.876, 0.051], [1.181, 0.849, -3.282], [-0.883, -2.903, -1.212], [-3.474, 1.938, -4.649], [-0.330, -0.744, 3.184], [-4.142, 0.905, -2.499], [-1.893, 3.312, -5.943], [0.532, -2.887, 5.031], [-0.016, -7.683, 3.478], [2.763, -3.044, 4.013], [2.357, -0.443, -3.591], [-0.481, -6.837, 4.959], [3.187, 2.091, -3.363], [-1.376, -5.741, 2.891], [2.305, -4.476, 3.094], [0.291, -5.467, 2.332]],
  "mulliken_charge": [1.28, -0.68, -0.75, -0.68, -0.72, -0.77, 0.72, 0.12, 0.30, 0.16, -0.86, -1.04, 0.52, -0.85, -1.47, -1.06, 0.01, -0.91, -0.53, -0.59, 0.31, -1.10, 0.71, 1.03, -0.80, -0.84, -0.77, 0.58, -0.20, -0.80, 0.14, 0.62, -0.79, -1.52, -0.46, -0.81, 0.03, -0.82, -0.27, -0.08, 0.40, 0.51, 0.52, 0.39, 0.53, 0.29, 0.40, 0.37, 0.79, 0.31, 0.65, 0.52, 0.46, 0.45, 0.52, 0.37, 0.41, 0.54, 0.44, 0.54, 0.44, 0.41, 0.39, 0.43, 0.41, 0.33, 0.34, 0.50, 0.38, 0.30, 0.31]
}

No. 2
{
  "formula": "C29H32NPReSSi",
  "method": "ωB97M-V/def2-TZVPD",
  "lumo_ev": [-8.09, -7.92],
  "multiplicity": 2,
  "gap_ev": [6.291, 6.461],
  "charge": 2,
  "species": ["Re", "S", "P", "Si", "N", "C", "C", "C", "C", "C", "C", "C", "C", "C", "C", "C", "C", "C", "C", "C", "C", "C", "C", "C", "C", "C", "C", "C", "C", "C", "C", "C", "C", "C", "H", "H", "H", "H", "H", "H", "H", "H", "H", "H", "H", "H", "H", "H", "H", "H", "H", "H", "H", "H", "H", "H", "H", "H", "H", "H", "H", "H", "H", "H", "H", "H"],
  "coordinates": [[-1.011, -0.453, 0.168], [-1.807, 1.699, 0.073], [-1.069, -2.304, -1.232], [-2.521, 4.187, 2.488], [-0.749, 0.390, 2.024], [-0.813, -4.448, 0.932], [-2.945, -4.058, -2.221], [-0.168, -0.067, -3.647], [-1.959, -0.930, -1.986], [1.486, -1.599, -1.318], [-1.185, 2.128, 4.067], [-1.374, 1.571, 1.806], [-2.414, 0.956, -3.409], [-1.515, 5.092, 1.200], [-4.254, 3.805, 1.899], [-4.178, 0.110, -1.984], [0.989, -3.547, -2.701], [-1.516, -0.018, -2.996], [-1.636, 2.503, 2.798], [-0.550, 0.912, 4.307], [-2.037, -3.797, -1.190], [-3.309, -0.855, -1.529], [-2.518, -5.915, -0.202], [0.590, -2.544, -1.820], [-3.425, -6.177, -1.219], [-0.348, 0.046, 3.257], [-3.714, 1.028, -2.917], [0.986, -0.571, -0.329], [-3.642, -5.252, -2.232], [-1.803, -4.725, -0.165], [3.210, -2.637, -2.630], [2.807, -1.651, -1.737], [-2.541, 5.081, 4.122], [2.312, -3.585, -3.109], [0.073, -1.068, -4.004], [-4.343, -5.464, -3.027], [-2.361, -6.649, 0.577], [-1.540, 5.300, 4.498], [-1.484, 4.568, 0.243], [0.277, -4.281, -3.059], [1.474, -0.721, 0.652], [2.647, -4.351, -3.794], [-3.104, -3.332, -3.009], [0.177, -4.216, 0.530], [-0.704, -5.312, 1.584], [-1.138, -3.608, 1.555], [-3.966, -7.113, -1.222], [4.242, -2.673, -2.951], [-0.150, 0.614, -4.495], [-0.215, 0.644, 5.298], [1.279, 0.453, -0.602], [-4.807, 4.740, 1.786], [-2.097, 1.668, -4.159], [0.626, 0.235, -2.965], [3.527, -0.933, -1.366], [-4.374, 1.802, -3.287], [-0.487, 5.247, 1.534], [-4.795, 3.195, 2.625], [-5.194, 0.152, -1.618], [-1.336, 2.803, 4.900], [-4.278, 3.295, 0.935], [-3.659, -1.595, -0.816], [-3.089, 4.534, 4.891], [-1.948, 6.076, 1.014], [0.138, -0.914, 3.366], [-3.046, 6.040, 3.996]],
  "mulliken_charge": [0.55, -0.22, 0.67, 0.27, -0.30, -1.32, -0.33, -1.24, -0.27, 0.71, 0.09, 0.24, -0.93, -1.02, -0.97, -0.96, -0.69, 1.01, 0.08, -1.05, 0.92, 0.20, -0.88, 0.70, -0.71, 0.04, -0.66, -2.04, -0.85, 0.46, -0.69, -0.74, -1.08, -0.75, 0.32, 0.47, 0.44, 0.34, 0.31, 0.54, 0.72, 0.49, 0.50, 0.32, 0.48, 0.25, 0.43, 0.45, 0.49, 0.42, 0.67, 0.37, 0.46, 0.24, 0.53, 0.47, 0.35, 0.35, 0.50, 0.46, 0.27, 0.52, 0.34, 0.37, 0.53, 0.33]
}